1:
Entry from the OMol25 dataset: C6H9N5O2 as an isolated structure (the ωB97M-V functional and the def2-TZVPD basis).

Each line ends with the natural charge from an NBO analysis.
Cartesian coordinates (Å):
1 C -0.62157 1.30356 2.75711  0.724
2 H -0.74891 -1.61773 1.76974  0.379
3 O -0.84254 1.01686 3.92489  -0.527
4 H 0.68607 -1.16433 2.44904  0.394
5 C -1.29472 -0.23189 -0.53637  -0.233
6 H 0.49844 2.54456 1.73851  0.522
7 H -2.10482 0.15900 -1.18602  0.209
8 C 1.95431 -0.42595 -2.15814  0.186
9 H 2.39808 -1.00273 -2.94842  0.191
10 N 0.61020 -0.66127 -2.15898  -0.518
11 O -0.22460 2.61109 2.43309  -0.712
12 N 0.93112 1.25053 0.66750  -0.733
13 C 1.11515 0.55905 -0.50798  0.279
14 H -1.48930 -1.27820 -0.51481  0.199
15 H 1.71649 1.04575 1.25253  0.356
16 H 0.26972 -1.14995 -2.99817  0.411
17 C -0.50557 0.38264 1.59973  0.391
18 N 0.02689 -0.95186 1.67170  -0.839
19 H -2.36123 1.04980 0.75202  0.422
20 C 0.02716 0.02035 -1.12096  -0.010
21 N -1.56688 0.33653 0.76618  -0.615
22 N 2.32033 0.33663 -1.16575  -0.475

Results
* M: 183.17 Da
* gap between HOMO and LUMO: 8.33 eV
* multiplicity: 1

2:
Entry from the OMol25 dataset: a 2-piece molecular cluster, C6H9N5O2 overall (the ωB97M-V functional and the def2-TZVPD basis).

Each line ends with the natural charge from an NBO analysis.
Cartesian coordinates (Å):
1 O -1.61102 1.58422 0.86764  -0.673
2 H -0.01582 2.25386 0.87649  0.429
3 O 0.88708 -0.75857 -0.45957  -0.450
4 H 1.44484 -1.58122 2.43289  0.420
5 C -1.47674 0.36446 0.62641  0.780
6 C 1.60532 2.02511 -0.21740  0.661
7 N 1.49498 -1.50990 1.48033  -0.563
8 H -4.32233 -0.13907 -0.61677  0.202
9 N -2.34003 -0.27997 -0.19244  -0.610
10 N 0.88127 2.51503 0.61294  -0.719
11 H 3.13878 -2.51184 0.88752  0.217
12 H 2.74394 1.47518 -1.87200  0.410
13 H 2.70262 -1.22060 -1.46765  0.216
14 H -3.39137 1.38620 -0.90951  0.240
15 N -0.63544 -0.48264 1.33776  -0.622
16 C -3.43922 0.30507 -0.99636  -0.412
17 C 2.13052 -1.25383 -0.57458  0.105
18 C 2.55468 -1.75893 0.61553  -0.114
19 H -2.08873 -1.34509 -0.28515  0.397
20 C 0.47602 -0.88222 0.86658  0.710
21 N 2.57268 1.70119 -0.90684  -0.819
22 H -3.31205 0.11357 -2.10584  0.197

Results
* M: 183.17 Da
* gap between HOMO and LUMO: 9.11 eV
* structure (SMILES): CNC(=O)/N=c1/[nH]cco1.N=C=N
* multiplicity: 1

Verdict on stability: 2 comes out at the bottom.